150
Properties=species:S:1:pos:R:3 method="wB97M-V/def2-TZVPD" homo_energy_ev=-8.821 smiles="COC[C@H](C)N.COC[C@H](C)N.COC[C@H](C)N.COC[C@H](C)N.COC[C@H](C)N.COC[C@H](C)N.NC(N)=O.NC(N)=O.NC(N)=O.NC(N)=O.NC(N)=O.NC(N)=O" de_lowest_kcal_mol=78.68 e_tot_ha=-3085.55475 homo_lumo_gap_ev=9.278 e_lumo_ev=0.457 mol_weight_g_mol=895.2
C -20.17 -2.06 -6.36
O -20.16 -2.65 -7.44
N -19.82 -0.72 -6.26
N -20.74 -2.53 -5.22
H -19.76 -0.35 -7.20
H -20.20 -0.29 -5.43
H -20.76 -1.92 -4.41
H -21.05 -3.48 -5.29
C -24.25 4.22 -3.44
O -23.91 3.03 -3.48
N -23.84 5.07 -2.47
N -24.96 4.80 -4.45
H -23.97 6.05 -2.61
H -23.13 4.68 -1.86
H -25.08 5.80 -4.43
H -25.06 4.27 -5.29
C -22.11 0.18 -3.09
O -21.53 -0.91 -2.98
N -21.46 1.29 -3.52
N -23.46 0.31 -2.97
H -22.01 2.11 -3.76
H -20.48 1.14 -3.67
H -23.73 1.29 -2.92
H -24.08 -0.40 -2.65
C -19.97 -0.01 -9.46
O -19.39 0.62 -8.57
N -19.35 -1.04 -10.08
N -21.32 0.02 -9.65
H -19.73 -1.58 -10.83
H -18.43 -1.21 -9.73
H -21.77 -0.61 -10.29
H -21.95 0.44 -8.98
C -20.07 4.32 -8.66
O -20.64 5.41 -8.70
N -20.78 3.23 -8.31
N -18.73 4.11 -8.85
H -20.39 2.35 -7.97
H -21.78 3.25 -8.27
H -18.29 4.83 -9.40
H -18.20 3.40 -8.39
C -23.08 6.73 -6.13
O -23.71 7.26 -5.20
N -23.60 5.76 -6.91
N -21.80 7.06 -6.44
H -24.55 5.51 -6.66
H -23.23 5.45 -7.79
H -21.37 7.88 -6.07
H -21.45 6.67 -7.30
C -26.50 0.95 -11.13
C -25.89 -0.39 -11.59
C -26.59 -1.68 -11.21
O -26.11 -2.01 -9.92
C -26.77 -3.07 -9.32
N -25.61 -0.26 -13.01
H -26.58 0.92 -10.04
H -27.49 1.19 -11.54
H -25.86 1.77 -11.46
H -24.92 -0.31 -11.06
H -26.38 -2.44 -11.98
H -27.69 -1.69 -11.20
H -27.86 -3.09 -9.46
H -26.66 -3.06 -8.24
H -26.41 -4.04 -9.71
H -25.04 -0.99 -13.41
H -25.23 0.63 -13.28
C -32.57 1.82 -7.09
C -31.75 3.14 -7.11
C -32.54 4.29 -6.47
O -33.76 4.59 -7.09
C -34.30 5.77 -6.55
N -30.63 2.73 -6.28
H -32.13 0.93 -7.54
H -33.51 1.91 -7.66
H -33.04 1.55 -6.14
H -31.49 3.45 -8.12
H -31.82 5.12 -6.50
H -32.66 3.96 -5.43
H -33.53 6.55 -6.46
H -34.76 5.68 -5.55
H -35.11 6.08 -7.21
H -29.70 3.10 -6.52
H -30.55 1.74 -6.12
C -28.56 4.68 -6.30
C -27.57 4.93 -7.44
C -28.36 5.56 -8.61
O -29.09 4.53 -9.25
C -29.95 5.04 -10.26
N -26.62 5.92 -6.87
H -29.25 5.50 -6.09
H -28.06 4.35 -5.39
H -29.32 3.91 -6.56
H -27.13 3.99 -7.78
H -27.70 5.98 -9.38
H -29.09 6.29 -8.25
H -30.59 5.79 -9.77
H -30.58 4.26 -10.66
H -29.40 5.56 -11.05
H -26.37 6.48 -7.68
H -27.10 6.52 -6.21
C -24.18 2.71 -7.62
C -24.03 1.55 -6.62
C -25.23 0.64 -6.80
O -26.38 1.25 -6.27
C -27.53 0.52 -6.57
N -22.75 0.91 -6.88
H -25.10 3.26 -7.40
H -24.21 2.40 -8.67
H -23.39 3.46 -7.56
H -24.09 2.01 -5.63
H -25.07 -0.32 -6.27
H -25.24 0.37 -7.87
H -28.36 1.09 -6.14
H -27.63 -0.46 -6.08
H -27.74 0.40 -7.64
H -22.62 0.07 -6.32
H -22.00 1.55 -6.67
C -26.10 -7.51 -4.79
C -25.48 -6.20 -5.35
C -25.22 -5.06 -4.36
O -24.89 -3.89 -5.10
C -24.28 -2.88 -4.34
N -24.22 -6.62 -6.02
H -26.41 -8.04 -5.68
H -26.88 -7.29 -4.06
H -25.30 -8.06 -4.30
H -26.18 -5.79 -6.08
H -24.47 -5.35 -3.61
H -26.12 -4.75 -3.83
H -24.19 -2.03 -5.01
H -23.30 -3.05 -3.89
H -24.96 -2.54 -3.54
H -23.80 -5.73 -6.31
H -23.63 -6.90 -5.23
C -30.14 -0.23 -9.78
C -30.58 -1.63 -10.30
C -31.57 -2.31 -9.35
O -30.87 -2.54 -8.14
C -31.76 -2.81 -7.07
N -31.21 -1.31 -11.58
H -30.86 0.58 -9.74
H -29.24 0.05 -10.32
H -29.83 -0.53 -8.76
H -29.76 -2.33 -10.46
H -31.89 -3.26 -9.79
H -32.50 -1.75 -9.21
H -32.46 -3.58 -7.38
H -32.34 -1.94 -6.75
H -31.13 -3.11 -6.23
H -32.07 -0.80 -11.40
H -30.57 -0.81 -12.18



12
Properties=species:S:1:pos:R:3 method="wB97M-V/def2-TZVPD" homo_energy_ev=-4.032 de_lowest_kcal_mol=69.82 e_tot_ha=-323.10699 homo_lumo_gap_ev=8.027 charge=-1 e_lumo_ev=3.995 mol_weight_g_mol=88.1
O -2.04 -0.67 -2.57
C -1.19 0.00 -1.98
O -1.04 1.24 -1.87
C 1.11 -0.11 0.65
C -0.28 0.40 0.94
N 1.79 -1.12 1.07
H -0.36 -0.61 -1.53
H -0.51 1.24 0.30
H -1.10 -0.28 1.14
H 0.39 0.53 1.87
H 1.60 0.57 -0.07
H 1.61 -1.21 2.07